Record 1
56
Properties=species:S:1:pos:R:3:lowdin_charge:R:1 method="wB97M-V/def2-TZVPD" total_charge=0 smiles="CCCCCn1c(CN2CCN(C)CC2)nc2c1c(=O)n(C)c(=O)n2C" homo_ev=-8.305 e_above_lowest_kj_mol=1405.75 multiplicity=1
C -1.25932 -4.85321 -1.29976 -0.11
C 0.08249 -4.65114 -0.52663 -0.21
C -0.17638 -3.67178 0.67248 -0.21
C -0.56970 -2.34256 0.30417 -0.29
C -0.81074 -1.63628 1.43272 -0.16
N -0.99813 -0.14417 1.31924 0.05
C -0.16106 0.83057 1.65259 -0.17
N -0.54727 2.13896 0.91523 0.20
C -1.78924 1.87561 0.41472 -0.28
C -1.99631 0.45686 0.62592 -0.05
C -3.33890 0.15273 0.21458 -0.45
O -3.74669 -1.11060 0.17132 -0.07
N -4.07241 0.75938 -0.48039 0.06
C -3.79707 2.38135 -0.47970 -0.25
O -4.63357 3.02885 -1.15078 0.06
N -2.66482 2.70289 0.06235 -0.03
C -2.19651 3.96779 -0.12677 -0.05
H -1.42691 4.18588 -0.78144 0.07
H -1.84005 4.61947 0.73550 0.12
H -3.12691 4.71446 -0.44478 0.17
C -5.44736 0.52673 -0.94783 0.07
H -5.60949 -0.44476 -0.53829 0.09
H -6.18837 1.18048 -0.26230 0.16
H -5.55022 0.81551 -1.74402 -0.05
C 1.27193 1.00832 1.88880 -0.27
N 2.48243 0.98156 1.21029 -0.15
C 2.42147 -0.23286 0.17534 -0.01
C 3.76958 0.19127 -0.61125 -0.38
N 3.79609 1.30557 -1.06635 -0.20
C 5.10235 1.39675 -1.91832 0.01
H 6.00331 1.39125 -1.46016 0.04
H 5.07675 2.39685 -2.57583 0.13
H 5.05344 0.72558 -2.75741 0.07
C 3.82850 2.22257 -0.15687 -0.33
C 2.49865 2.21070 0.63016 -0.27
H 2.56712 3.22263 1.46309 0.20
H 1.72856 2.50474 -0.23276 0.15
H 3.94703 3.35415 -0.33251 0.14
H 4.66727 2.25537 0.59273 0.14
H 3.62718 -0.59285 -1.27861 0.10
H 4.63964 -0.26510 0.28143 0.21
H 2.17717 -0.96159 0.87829 0.08
H 1.48817 0.05526 -0.51120 0.15
H 1.31838 1.49956 2.89422 0.14
H 1.26142 -0.05941 2.57529 0.15
H 0.14654 -1.66451 2.27249 0.19
H -1.68433 -1.87672 2.11237 0.16
H -1.39816 -2.40263 -0.23454 0.06
H 0.23398 -1.81487 -0.35435 0.16
H 0.40997 -3.72985 1.40301 0.03
H -1.15642 -4.11818 1.20879 0.18
H 0.31362 -5.57070 -0.23032 0.04
H 0.90890 -4.13028 -1.22563 0.15
H -1.02311 -5.62345 -2.10014 0.09
H -2.00081 -5.34138 -0.67332 0.06
H -1.61170 -3.82076 -1.60487 0.09

Record 2
42
Properties=species:S:1:pos:R:3:lowdin_charge:R:1 method="wB97M-V/def2-TZVPD" total_charge=-1 homo_ev="-1.219 / -1.133" multiplicity=1
C 0.50351 4.78901 -0.32306 -0.24
C 0.90860 6.15321 -0.24559 -0.22
C -0.02859 6.86551 0.57725 -0.21
C -1.00143 5.92881 1.03874 -0.22
C -0.70600 4.65223 0.48597 -0.25
Ba -0.74396 1.54009 -1.44452 1.36
P 0.31958 2.63771 -4.32182 0.55
H 0.98459 3.96739 -0.87220 0.01
H 1.79831 6.56732 -0.71852 0.05
H -0.03102 7.94619 0.76684 0.06
H -1.29367 3.74055 0.63663 0.01
H -1.85389 6.15951 1.67340 0.05
H 1.64979 2.24110 -4.69614 -0.14
H 0.52110 3.90926 -4.95824 -0.15
H -0.29401 2.05190 -5.48381 -0.16
C -1.98897 -3.26889 3.15263 -0.09
C -1.94669 -3.69956 1.71945 -0.22
N -0.83061 -3.08920 0.94001 -0.05
C 0.52894 -3.56100 1.35201 -0.20
C 0.69816 -5.08279 1.31314 -0.09
C -0.98707 -1.76544 0.57691 -0.42
O -1.99992 -1.08699 0.83669 0.00
C 0.15459 -1.20966 -0.26353 -0.35
C 0.50199 -1.79814 -1.48865 -0.17
C 1.54248 -1.24008 -2.22864 -0.18
C 2.01833 0.01262 -1.83667 -0.32
N 1.59385 0.63463 -0.71477 -0.27
C 0.85348 -0.07868 0.19573 -0.35
H -1.06013 -3.48685 3.68181 0.07
H -2.78586 -3.81005 3.65732 0.07
H -2.19988 -2.20097 3.22623 0.08
H -1.78224 -4.77430 1.65213 0.09
H -2.86985 -3.42454 1.20195 0.12
H 1.28451 -3.08020 0.71122 0.11
H 0.72000 -3.22648 2.39403 0.11
H -0.10410 -5.59803 0.75334 0.07
H 1.67013 -5.27989 0.82168 0.07
H 0.77655 -5.47081 2.34662 0.07
H -0.00424 -2.71547 -1.80290 0.09
H 1.97651 -1.72719 -3.10463 0.08
H 2.78157 0.53822 -2.40791 0.07
H 0.72557 0.33995 1.19988 0.09

Record 3
10
Properties=species:S:1:pos:R:3:mulliken_spin:R:1 method="wB97M-V/def2-TZVPD" total_charge=0 s2=2.03 homo_ev="-6.328 / -8.551" multiplicity=3
C -0.94682 1.11578 -0.32170 0.01
C -1.21098 -0.05146 0.31039 0.25
N 0.37514 1.32071 -0.54441 0.32
N 0.98871 0.25259 -0.06507 0.09
N -0.02371 -0.63914 0.52887 0.17
N 2.20093 0.09255 0.00766 0.44
I -2.52254 2.48502 -1.07196 0.00
I -2.81193 -0.96836 1.11264 0.02
I 0.40842 -2.49831 0.94978 0.05
I 3.54278 -1.10938 -0.90620 0.64

Record 4
45
Properties=species:S:1:pos:R:3:lowdin_charge:R:1 method="wB97M-V/def2-TZVPD" total_charge=0 smiles="CC(C)Oc1ccc(C(=O)CCN2CCCCC2)cc1" homo_ev=-8.217 e_above_lowest_kj_mol=136.64 multiplicity=1
C -1.06376 1.61647 -4.09462 -0.03
H -1.65727 2.48520 -4.36586 0.08
H -1.27810 0.80956 -4.79125 0.09
H -1.35010 1.29248 -3.09680 0.07
C 0.42433 1.96176 -4.15246 -0.43
C 0.84714 2.33844 -5.56846 -0.04
H 1.90766 2.57414 -5.59076 0.08
H 0.66449 1.50402 -6.24010 0.08
H 0.28316 3.20193 -5.90890 0.08
H 0.64315 2.80254 -3.47853 0.14
O 1.21924 0.83827 -3.78928 -0.02
C 1.35007 0.46685 -2.49770 -0.26
C 0.83148 1.14317 -1.39400 -0.01
C 1.03751 0.65730 -0.11706 -0.03
C 1.76141 -0.51195 0.10306 -0.16
C 2.29968 -1.17038 -1.00813 0.00
C 2.09719 -0.69766 -2.28093 0.01
H 2.50469 -1.20729 -3.13974 0.12
H 2.87291 -2.06941 -0.83875 0.12
C 1.99126 -1.10589 1.43909 -0.37
O 2.84395 -1.95054 1.61703 0.09
C 1.07992 -0.65743 2.56026 -0.09
C -0.36521 -1.11733 2.29880 -0.19
N -1.25108 -0.61350 3.33009 -0.18
C -2.36278 -1.48326 3.65993 -0.20
C -3.46801 -1.48805 2.59661 -0.18
C -3.97521 -0.06382 2.38346 -0.21
C -2.80586 0.85203 2.03073 -0.18
C -1.71780 0.74197 3.10759 -0.19
H -0.86454 1.37152 2.84719 0.11
H -2.12049 1.10515 4.05886 0.12
H -2.39636 0.56279 1.05970 0.10
H -3.14090 1.88820 1.95674 0.11
H -4.72670 -0.04152 1.59082 0.11
H -4.44619 0.29145 3.30367 0.11
H -3.06895 -1.88170 1.65880 0.11
H -4.28354 -2.13854 2.91668 0.11
H -1.97961 -2.49360 3.81893 0.12
H -2.78077 -1.12779 4.60792 0.12
H -0.38313 -2.20911 2.32857 0.13
H -0.66568 -0.80890 1.28622 0.11
H 1.11443 0.42737 2.65793 0.11
H 1.42895 -1.09650 3.49503 0.12
H 0.63545 1.22051 0.71083 0.11
H 0.26885 2.05610 -1.51450 0.11

Record 5
35
Properties=species:S:1:pos:R:3:mulliken_spin:R:1 method="wB97M-V/def2-TZVPD" total_charge=+3 s2=1.11 homo_ev="-19.108 / -19.108" e_above_lowest_kj_mol=211.92 multiplicity=2
Mo 0.19998 0.99354 -2.16332 0.89
O 3.26017 -1.77229 -1.73088 0.01
C 2.57029 -1.30053 -0.97910 -0.01
O 1.11995 -0.36624 -2.38026 0.00
C 1.99444 -0.92784 0.25841 0.00
C 2.72261 -1.54780 1.30995 0.01
C 2.31010 -1.37339 2.60291 0.01
C 1.17252 -0.64916 2.91797 0.00
C 0.44344 -0.07888 1.88938 -0.01
C 0.84023 -0.13467 0.55353 0.02
O 0.10960 0.57422 -0.31382 0.06
N -0.81287 0.61961 2.22596 -0.01
O -0.81880 1.29072 3.21920 0.00
O -1.74917 0.41062 1.47097 0.00
N 3.11227 -2.00063 3.69868 0.00
O 4.08601 -2.61899 3.34650 0.00
O 2.69286 -1.82832 4.81398 0.00
H 3.60363 -2.15412 1.12378 0.00
H 0.86651 -0.53624 3.95340 0.00
F 0.43919 2.04351 -3.69072 0.03
Sb 1.33470 4.24643 -2.32930 0.00
F 2.30436 2.65031 -2.07415 0.00
F 1.66786 5.23856 -0.84774 0.00
F 0.01548 3.00271 -1.43198 0.00
F -0.19503 4.84023 -3.13473 0.00
F 2.46051 4.90915 -3.59570 0.00
Te -2.69167 1.13261 -2.37684 -0.66
C -3.52464 -0.45695 -1.53194 0.39
C -2.99947 -1.59769 -0.84340 -0.05
C -3.97110 -2.44889 -0.43474 0.14
C -5.28377 -1.99424 -0.79759 0.19
S -5.30845 -0.54174 -1.58631 -0.03
H -1.94357 -1.73466 -0.66998 0.00
H -3.81761 -3.37537 0.10156 0.00
H -6.21056 -2.51359 -0.57369 0.01

Record 6
10
Properties=species:S:1:pos:R:3:lowdin_charge:R:1 method="wB97M-V/def2-TZVPD" total_charge=0 homo_ev=-9.973 e_above_lowest_kj_mol=120.37 multiplicity=1
C 2.48430 2.55898 1.04209 0.03
C -0.02074 1.37250 0.75770 0.05
C -0.31663 2.35510 -0.08502 -0.45
O 2.73294 2.14229 0.00644 0.00
F 0.14859 2.22764 -1.33254 0.10
F -1.06040 3.42675 0.07594 0.14
Br 3.05849 -1.77896 0.38189 0.32
H 0.72035 0.69644 0.59057 0.00
H 3.88753 -2.74163 0.99796 -0.30
H -0.54215 1.30313 1.74443 0.10